# 1
DFT (ωB97M-V/def2-TZVPD) results for a structure of composition C15H24IrN4O4S2 at a distorted geometry.

As for the HOMO energy (spin up / spin down): -13.347 / -14.608 eV. The expectation value of S² is 8.803. The spin multiplicity is 6. The calculation puts the HOMO-LUMO gap (spin up / spin down) at 6.49 / 4.00 eV. As for the net charge: +2.

Cartesian coordinates (Å):
Ir1 0.58 0.69 0.16
C1 -2.65 5.23 1.24
S1 -3.18 3.67 0.50
C2 -1.68 2.86 0.09
S2 -0.41 2.63 1.31
N1 -1.58 2.24 -1.04
N2 -0.63 1.38 -1.25
C3 -0.34 1.01 -2.53
C4 0.90 0.42 -2.75
C5 1.36 -0.08 -3.99
C6 2.60 -0.68 -4.05
C7 3.39 -0.73 -2.90
C8 2.89 -0.21 -1.71
N3 1.69 0.32 -1.63
H1 -3.46 5.56 1.89
H2 -2.51 5.95 0.44
H3 -1.73 5.12 1.80
H4 -1.06 1.25 -3.30
H5 0.74 0.01 -4.87
H6 2.97 -1.10 -4.97
H7 4.37 -1.18 -2.92
H8 3.49 -0.21 -0.81
N4 -0.62 -0.30 2.12
C9 -0.12 0.02 3.45
C10 1.31 -0.43 3.65
C11 2.29 0.48 2.74
O1 3.06 1.17 3.33
O2 2.08 0.28 1.51
H9 -1.59 -0.04 2.03
H10 -0.52 -1.30 1.94
H11 -0.73 -0.48 4.22
H12 -0.21 1.09 3.61
H13 1.48 -1.46 3.33
H14 1.63 -0.30 4.68
C12 -3.20 -0.59 -0.40
O3 -1.81 -0.88 -0.43
C13 -1.54 -2.26 -0.57
C14 -0.12 -2.44 -1.11
O4 0.88 -1.92 -0.25
C15 1.50 -2.91 0.57
H15 -3.69 -0.98 -1.30
H16 -3.31 0.49 -0.37
H17 -3.67 -1.04 0.48
H18 -2.23 -2.71 -1.30
H19 -1.68 -2.78 0.39
H20 -0.05 -1.87 -2.05
H21 0.07 -3.50 -1.32
H22 1.98 -3.67 -0.05
H23 0.78 -3.41 1.23
H24 2.26 -2.41 1.16

***

# 2
DFT (ωB97M-V/def2-TZVPD) results for a structure of composition C15H24MnN2O9 at a distorted geometry.

As for the HOMO energy (spin up / spin down): -0.246 / -0.531 eV. The expectation value of S² is 8.754. The spin multiplicity is 6. The calculation puts the HOMO-LUMO gap (spin up / spin down) at 4.01 / 4.28 eV. As for the net charge: -2.

Cartesian coordinates (Å):
Mn1 0.23 -0.85 0.20
C1 1.40 -2.56 1.70
O1 0.24 -2.61 1.28
O2 2.01 -1.65 1.15
O3 1.65 -3.12 2.76
C2 -3.84 -0.30 3.54
C3 -2.54 -0.67 3.05
C4 -1.65 0.48 2.33
O4 -0.56 0.14 1.86
C5 -2.26 1.75 2.15
C6 -3.48 2.06 2.65
C7 -4.31 0.98 3.41
O5 -5.49 1.21 3.91
O6 -3.98 3.25 2.41
O7 -2.02 -1.76 3.29
H1 -4.36 -1.05 4.11
H2 -1.77 2.54 1.60
C8 -2.87 -1.82 -2.80
C9 -1.65 -1.99 -1.84
C10 -0.30 -1.77 -2.50
O8 0.82 -1.78 -1.59
C11 2.08 -1.61 -2.21
N1 -1.75 -1.13 -0.64
H3 -2.85 -0.83 -3.24
H4 -3.84 -1.88 -2.31
H5 -2.88 -2.49 -3.66
H6 -1.69 -3.01 -1.46
H7 -0.33 -0.78 -2.93
H8 -0.06 -2.52 -3.25
H9 2.07 -0.92 -3.06
H10 2.32 -2.55 -2.70
H11 2.88 -1.29 -1.54
H12 -2.44 -1.60 -0.06
H13 -2.40 -0.41 -0.90
C12 2.05 2.59 -1.86
C13 2.00 1.50 -0.75
C14 2.48 2.05 0.67
O9 3.87 2.35 0.67
C15 4.70 1.21 0.84
N2 0.57 1.19 -0.64
H14 1.49 2.38 -2.77
H15 3.08 2.74 -2.16
H16 1.60 3.48 -1.42
H17 2.63 0.64 -0.96
H18 2.15 1.41 1.49
H19 1.97 2.96 0.97
H20 4.42 0.59 1.69
H21 5.75 1.50 0.89
H22 4.62 0.50 0.01
H23 0.17 1.70 -1.42
H24 0.04 1.72 0.04

***

# 3
DFT (ωB97M-V/def2-TZVPD) results for a structure of composition C15H24NO5SW at a distorted geometry.

As for the HOMO energy (spin up / spin down): -17.639 / -18.127 eV. The expectation value of S² is 2.010. The spin multiplicity is 3. The calculation puts the HOMO-LUMO gap (spin up / spin down) at 7.69 / 7.64 eV. As for the net charge: +3.

Cartesian coordinates (Å):
W1 -0.25 -0.10 0.08
C1 -0.73 -0.53 3.18
C2 -1.20 0.82 2.67
O1 -0.41 1.32 1.57
C3 0.94 1.91 1.95
C4 2.06 0.96 1.68
O2 1.71 0.59 0.28
C5 2.72 0.10 -0.74
C6 1.94 0.21 -2.03
O3 0.57 -0.32 -1.87
C7 0.25 -1.61 -2.52
C8 0.75 -2.68 -1.47
O4 0.29 -2.19 -0.24
C9 0.77 -3.01 0.84
C10 -0.04 -2.66 2.05
O5 -0.11 -1.18 1.99
H1 -1.63 -1.13 3.53
H2 0.08 -0.47 3.90
H3 -1.21 1.62 3.40
H4 -2.26 0.69 2.29
H5 0.89 2.12 3.04
H6 1.11 2.78 1.37
H7 1.95 0.04 2.23
H8 3.09 1.38 1.71
H9 2.95 -0.89 -0.47
H10 3.53 0.91 -0.81
H11 2.55 -0.36 -2.77
H12 1.81 1.26 -2.32
H13 0.69 -1.67 -3.54
H14 -0.87 -1.67 -2.59
H15 1.81 -2.80 -1.44
H16 0.17 -3.67 -1.67
H17 1.83 -2.75 0.84
H18 0.72 -4.08 0.55
H19 0.46 -2.89 3.09
H20 -1.08 -3.09 1.99
S1 -2.49 -0.77 -0.42
C11 -2.45 0.82 -1.28
C12 -3.44 1.40 -2.05
C13 -3.17 2.70 -2.40
C14 -1.97 3.39 -2.07
C15 -1.04 2.65 -1.40
N1 -1.28 1.41 -0.98
H21 -4.42 0.97 -2.32
H22 -3.82 3.15 -3.13
H23 -1.78 4.37 -2.37
H24 0.02 2.96 -1.34

***

# 4
DFT (ωB97M-V/def2-TZVPD) results for the molecule C15H24O2 at a distorted geometry.

As for the HOMO energy: -8.730 eV. As for the SMILES: C/C(=C\CC[C@]1(C)[C@@H]2C[C@@H](CO)C=C[C@@H]21)CO. The calculation puts the HOMO-LUMO gap at 9.45 eV.

Cartesian coordinates (Å):
C1 -2.57 3.20 -0.77
C2 -2.36 1.76 -1.15
C3 -2.10 0.81 -0.23
C4 -1.89 0.97 1.27
C5 -0.52 0.44 1.68
C6 -0.40 -1.08 1.29
C7 -1.53 -2.00 1.84
C8 0.99 -1.77 1.26
C9 2.31 -0.95 1.51
C10 3.07 -0.56 0.23
C11 3.72 -1.78 -0.40
O1 4.58 -1.32 -1.48
C12 2.11 0.00 -0.80
C13 0.80 -0.46 -0.94
C14 0.24 -1.46 -0.02
C15 -2.52 1.37 -2.59
O2 -1.64 2.17 -3.36
H1 -3.26 3.23 0.08
H2 -1.64 3.67 -0.49
H3 -3.03 3.76 -1.63
H4 -2.16 -0.23 -0.60
H5 -1.98 2.03 1.61
H6 -2.69 0.44 1.72
H7 0.21 1.04 1.15
H8 -0.37 0.57 2.78
H9 -1.75 -1.74 2.87
H10 -2.43 -1.81 1.25
H11 -1.32 -3.05 1.81
H12 1.05 -2.86 1.50
H13 2.08 -0.03 2.06
H14 2.94 -1.52 2.15
H15 3.83 0.19 0.47
H16 3.00 -2.50 -0.78
H17 4.35 -2.28 0.35
H18 4.96 -0.45 -1.25
H19 2.54 0.74 -1.44
H20 0.14 -0.11 -1.74
H21 -0.16 -2.37 -0.50
H22 -3.53 1.51 -2.95
H23 -2.31 0.31 -2.76
H24 -0.76 2.10 -2.99

***

# 5
DFT (ωB97M-V/def2-TZVPD) results for a cluster of 2 separate species, C15H25BO7P in total at a distorted geometry.

As for the HOMO energy: -11.792 eV. The calculation puts the HOMO-LUMO gap at 7.00 eV. As for the net charge: +1.

Cartesian coordinates (Å):
C1 -0.89 3.95 0.93
C2 0.16 4.57 0.06
O1 0.60 5.65 0.29
O2 0.60 3.86 -1.02
C3 0.23 4.42 -2.28
C4 -0.50 3.44 -3.19
C5 -1.70 2.71 -2.58
C6 -1.43 1.42 -1.81
C7 -0.61 0.36 -2.59
B1 0.10 -0.56 -1.54
C8 -0.57 -1.95 -1.19
C9 0.24 -2.86 -0.32
O3 1.08 -3.59 -0.77
C10 0.01 -2.85 1.16
C11 -1.22 -2.64 1.77
C12 -1.35 -2.65 3.16
C13 -0.24 -2.86 3.97
C14 1.00 -3.08 3.35
C15 1.14 -3.08 1.96
P1 1.67 0.14 -0.69
O4 1.21 0.99 0.43
O5 2.67 -1.00 -0.18
O6 2.54 0.96 -1.74
H1 -1.15 2.96 0.58
H2 -1.78 4.56 0.91
H3 -0.51 3.85 1.94
H4 -0.37 5.31 -2.15
H5 1.12 4.75 -2.82
H6 0.21 2.77 -3.66
H7 -0.89 4.07 -3.99
H8 -2.17 3.40 -1.88
H9 -2.45 2.54 -3.35
H10 -2.40 0.98 -1.59
H11 -0.97 1.60 -0.85
H12 -1.25 -0.25 -3.23
H13 0.15 0.84 -3.20
H14 -0.77 -2.46 -2.13
H15 -1.54 -1.74 -0.74
H16 -2.11 -2.48 1.17
H17 -2.32 -2.48 3.62
H18 -0.32 -2.85 5.04
H19 1.87 -3.25 3.96
H20 2.10 -3.26 1.51
H21 2.94 -0.72 0.71
H22 2.15 1.84 -1.85
O7 1.21 -6.40 3.75
H23 1.60 -7.06 3.14
H24 1.21 -5.48 3.35
H25 1.67 -6.40 4.61

***

Number 1: calculated total energy -54582.97413 eV. Number 2: calculated total energy -68670.36174 eV. Number 3: calculated total energy -40302.77080 eV. Number 4: calculated total energy -20036.93052 eV. Number 5: calculated total energy -40252.31751 eV.